[1]
Molecular formula: CH3NOS2
Method: DFT, ωB97M-V/def2-TZVPD

Geometry as ORCA input:
```
! wB97M-V def2-TZVPD RIJCOSX def2/J DEFGRID3
* xyz 0 1
C 0.04 0.35 1.02
N 0.54 0.35 -0.91
O -0.52 -1.99 -1.13
S -2.26 0.22 -1.87
S -0.48 -0.63 -1.59
H 0.73 0.96 1.56
H -0.68 -0.41 1.24
H 0.13 -0.63 -2.85
*
```

The calculation puts the HOMO energy (spin up / spin down) at -9.86 / -9.46 eV. The calculation puts the frontier orbital gap (spin up / spin down) at 8.821 / 6.648 eV.


[2]
Molecular formula: C23H23N3O
Method: DFT, ωB97M-V/def2-TZVPD

Geometry as ORCA input:
```
! wB97M-V def2-TZVPD RIJCOSX def2/J DEFGRID3
* xyz 0 1
N -3.05 -4.67 3.04
C -2.39 -4.13 2.26
O -0.71 1.94 -4.27
C 0.68 -0.26 0.98
C 1.17 0.03 -0.26
C 1.15 0.89 4.50
C -0.96 -2.12 1.75
C 0.96 0.03 3.42
C 1.17 2.33 4.28
C -0.87 -2.94 -0.95
C -1.67 -3.35 1.34
C -0.17 -1.37 0.81
C 0.80 0.59 2.14
C 0.83 2.81 3.06
C -0.16 -1.77 -0.47
C -1.59 -3.76 -0.01
C 0.60 2.00 1.97
N 0.52 4.11 2.74
N 0.59 -0.87 -1.15
C -2.44 -4.98 -0.54
C 0.22 2.82 0.73
C -0.09 4.19 1.43
C 1.31 1.57 -3.20
C 2.02 0.28 -3.01
C -0.39 -0.22 -3.32
C -0.17 1.23 -3.14
C 0.86 -0.76 -2.63
H -0.73 1.34 -5.06
H 1.87 0.84 -0.32
H 1.25 0.44 5.51
H -0.90 -1.90 2.86
H 1.15 -1.08 3.36
H 1.29 3.00 5.14
H -0.76 -3.09 -2.07
H -0.09 4.42 3.51
H -2.39 -5.00 -1.60
H -2.00 -5.93 -0.25
H -3.50 -4.93 -0.16
H 1.08 2.88 0.11
H -0.67 2.43 0.29
H -1.15 4.32 1.53
H 0.25 5.04 0.87
H 1.73 1.98 -4.10
H 1.37 2.46 -2.51
H 2.55 -0.08 -3.96
H 2.76 0.42 -2.25
H -1.43 -0.45 -2.92
H -0.39 -0.47 -4.41
H -0.56 1.56 -2.15
H 1.07 -1.77 -2.92
*
```

The calculation puts the HOMO energy at -7.82 eV. The SMILES is Cc1cc2c(cc1C#N)c(-c1cccc3c1CCN3)cn2[C@@H]1CC[C@@H](O)C1. The calculation puts the frontier orbital gap at 8.129 eV.


[3]
Molecular formula: C3H5NO3
Method: DFT, ωB97M-V/def2-TZVPD

Geometry as ORCA input:
```
! wB97M-V def2-TZVPD RIJCOSX def2/J DEFGRID3
* xyz 0 1
C 1.75 -0.52 -1.09
C -1.08 0.25 0.60
C 0.59 -0.19 -0.25
O -2.24 0.36 -0.12
O -1.24 0.47 1.95
N -0.34 -0.92 0.28
O 0.11 1.02 -0.09
H -2.96 0.09 0.47
H -0.71 1.24 2.18
H 1.51 -0.34 -2.14
H 2.59 0.11 -0.82
H 2.02 -1.57 -0.96
*
```

The calculation puts the HOMO energy at -9.76 eV. The calculation puts the frontier orbital gap at 10.431 eV.


[4]
Molecular formula: C32H104N8O16
Method: DFT, ωB97M-V/def2-TZVPD

Geometry as ORCA input:
```
! wB97M-V def2-TZVPD RIJCOSX def2/J DEFGRID3
* xyz 0 1
O 0.90 -1.95 -3.21
H 0.89 -2.68 -2.52
H -0.04 -1.62 -3.23
O -3.62 -0.36 2.65
H -3.05 0.46 2.86
H -4.00 -0.66 3.49
O 2.89 2.41 3.56
H 2.03 2.19 3.11
H 2.73 3.25 4.02
O 5.28 1.99 1.95
H 5.00 1.51 1.15
H 4.50 1.95 2.57
O -0.52 5.39 2.36
H -1.27 5.93 2.09
H -0.20 4.95 1.50
O -3.15 -1.23 -0.05
H -3.33 -0.91 0.87
H -2.30 -0.73 -0.30
O -2.48 3.34 -1.68
H -3.39 3.35 -1.11
H -2.76 3.38 -2.61
O -1.86 1.82 2.97
H -1.75 2.56 3.59
H -0.92 1.62 2.63
C 3.41 1.36 -4.18
C 4.01 -0.08 -4.17
C 5.45 -0.10 -4.52
O 5.54 0.35 -5.81
C 6.87 0.42 -6.20
N 3.79 -0.69 -2.88
H 3.59 1.87 -3.23
H 2.32 1.30 -4.26
H 3.79 1.97 -4.99
H 3.47 -0.63 -4.96
H 5.84 -1.13 -4.42
H 6.01 0.58 -3.85
H 7.38 1.26 -5.69
H 6.91 0.61 -7.27
H 7.41 -0.52 -6.00
H 2.78 -0.88 -2.80
H 4.21 -1.62 -2.88
C -2.03 0.06 -5.09
C -2.76 -0.27 -3.76
C -4.23 -0.45 -3.94
O -4.80 0.70 -4.49
C -6.15 0.79 -4.21
N -2.13 -1.43 -3.08
H -2.44 0.99 -5.51
H -2.20 -0.70 -5.87
H -0.97 0.19 -4.92
H -2.53 0.62 -3.14
H -4.73 -0.70 -3.00
H -4.41 -1.31 -4.62
H -6.52 1.69 -4.72
H -6.32 0.95 -3.13
H -6.72 -0.08 -4.54
H -2.29 -1.42 -2.08
H -2.52 -2.32 -3.40
C 3.99 -1.15 4.39
C 3.38 -0.61 5.70
C 3.72 -1.45 6.88
O 3.53 -2.87 6.60
C 4.12 -3.63 7.56
N 3.86 0.75 6.02
H 5.07 -0.92 4.36
H 3.53 -0.64 3.55
H 3.96 -2.24 4.27
H 2.29 -0.52 5.58
H 3.11 -1.17 7.76
H 4.79 -1.25 7.14
H 3.58 -3.58 8.53
H 5.16 -3.31 7.74
H 4.15 -4.67 7.24
H 3.73 1.34 5.19
H 4.87 0.66 6.15
C 0.73 1.21 -1.89
C 0.34 0.76 -0.55
C 1.10 1.50 0.51
O 0.70 1.12 1.84
C 0.68 -0.26 2.20
N -1.18 0.91 -0.34
H 0.64 2.30 -1.96
H 0.14 0.72 -2.67
H 1.78 1.00 -2.10
H 0.59 -0.30 -0.40
H 0.98 2.58 0.51
H 2.17 1.26 0.43
H 0.03 -0.84 1.54
H 0.37 -0.33 3.23
H 1.69 -0.70 2.09
H -1.35 1.21 0.62
H -1.51 1.63 -0.99
C 1.86 -7.00 -3.73
C 1.16 -5.70 -3.47
C 1.38 -5.40 -1.98
O 0.62 -4.28 -1.59
C 0.77 -3.98 -0.25
N 1.71 -4.63 -4.35
H 2.92 -6.98 -3.48
H 1.74 -7.30 -4.77
H 1.39 -7.81 -3.15
H 0.08 -5.77 -3.59
H 2.47 -5.23 -1.79
H 1.15 -6.27 -1.33
H 0.66 -4.88 0.36
H -0.02 -3.28 -0.01
H 1.75 -3.52 -0.08
H 1.12 -3.80 -4.39
H 2.60 -4.29 -3.98
C -5.05 1.21 -0.61
C -5.84 2.44 -0.21
C -6.68 2.16 1.02
O -7.61 1.09 0.78
C -8.62 0.96 1.78
N -4.78 3.48 0.05
H -4.44 1.35 -1.49
H -5.71 0.34 -0.70
H -4.42 0.97 0.25
H -6.45 2.79 -1.05
H -7.16 3.10 1.38
H -5.99 1.86 1.86
H -9.23 1.87 1.85
H -8.16 0.77 2.77
H -9.23 0.10 1.52
H -4.30 3.16 0.93
H -5.12 4.41 0.34
C 0.63 6.11 -2.67
C 1.03 5.77 -1.26
C 1.32 6.95 -0.45
O 2.53 7.46 -0.91
C 2.84 8.64 -0.30
N -0.04 4.99 -0.57
H 1.42 6.62 -3.23
H -0.22 6.80 -2.62
H 0.38 5.20 -3.20
H 1.91 5.13 -1.30
H 1.33 6.67 0.61
H 0.55 7.74 -0.62
H 3.77 8.98 -0.75
H 2.98 8.54 0.79
H 2.05 9.38 -0.48
H -0.55 4.35 -1.20
H -0.79 5.71 -0.45
C -3.13 -5.35 2.94
C -1.63 -5.14 2.87
C -1.15 -4.50 4.13
O 0.28 -4.42 4.02
C 0.84 -3.68 5.00
N -0.98 -6.50 2.68
H -3.45 -5.96 3.81
H -3.51 -5.80 2.02
H -3.65 -4.39 3.07
H -1.45 -4.51 2.00
H -1.42 -5.14 4.99
H -1.55 -3.48 4.25
H 0.52 -2.63 4.99
H 1.92 -3.67 4.83
H 0.71 -4.11 6.01
H -1.39 -7.14 3.38
H 0.01 -6.45 2.95
*
```

The calculation puts the HOMO energy at -8.85 eV. The calculation puts the frontier orbital gap at 8.891 eV.


[5]
Molecular formula: C37H30N2O4P2S6Ti
Method: DFT, ωB97M-V/def2-TZVPD

Geometry as ORCA input:
```
! wB97M-V def2-TZVPD RIJCOSX def2/J DEFGRID3
* xyz -2 1
Ti 0.97 -1.05 0.22
O -1.74 -3.65 -1.59
C -1.06 -2.89 -0.69
O -0.05 -2.20 -1.13
C -1.33 -2.82 0.63
C -2.37 -3.42 1.41
C -2.47 -3.16 2.73
C -1.53 -2.24 3.34
C -0.57 -1.68 2.58
N -0.41 -1.96 1.24
C 0.42 -0.65 3.01
O 0.58 -0.30 4.16
O 1.08 -0.20 1.97
H -1.38 -3.42 -2.45
H -3.07 -4.08 0.91
H -3.26 -3.60 3.33
H -1.60 -1.96 4.38
N 0.17 0.73 -0.91
C 0.10 0.48 -2.31
C -1.13 0.59 -2.96
C -1.24 0.27 -4.30
C -0.13 -0.16 -5.01
C 1.08 -0.28 -4.36
C 1.22 0.01 -3.00
P 2.70 -0.37 -1.99
C 3.39 -1.78 -2.93
C 2.77 -3.02 -2.77
C 3.21 -4.13 -3.48
C 4.28 -4.02 -4.35
C 4.91 -2.79 -4.51
C 4.46 -1.68 -3.81
C 3.81 1.01 -2.47
C 3.34 2.10 -3.21
C 4.17 3.16 -3.52
C 5.50 3.15 -3.11
C 5.98 2.08 -2.38
C 5.14 1.02 -2.06
H 0.88 1.44 -0.65
H -0.73 1.02 -0.51
H -1.99 0.92 -2.38
H -2.21 0.36 -4.78
H -0.21 -0.41 -6.06
H 1.95 -0.65 -4.90
H 1.93 -3.11 -2.08
H 2.72 -5.08 -3.33
H 4.63 -4.89 -4.89
H 5.75 -2.69 -5.19
H 4.95 -0.73 -3.95
H 2.31 2.13 -3.52
H 3.78 4.00 -4.08
H 6.15 3.99 -3.35
H 7.01 2.06 -2.04
H 5.53 0.20 -1.48
S 2.82 -2.43 0.75
S 4.32 -0.95 0.53
S 4.05 0.86 1.41
S 2.78 2.18 0.47
S -5.04 3.16 0.83
P -3.83 1.89 1.75
S -2.62 0.67 0.74
C -4.82 0.85 2.91
C -4.63 -0.52 3.00
C -5.38 -1.27 3.91
C -6.30 -0.65 4.73
C -6.48 0.73 4.65
C -5.75 1.47 3.74
C -2.75 2.80 2.92
C -2.02 2.09 3.88
C -1.11 2.75 4.69
C -0.92 4.12 4.55
C -1.64 4.82 3.60
C -2.56 4.16 2.79
H -3.90 -0.99 2.36
H -5.22 -2.34 3.97
H -6.88 -1.23 5.44
H -7.20 1.22 5.29
H -5.90 2.54 3.65
H -2.13 1.02 3.96
H -0.51 2.18 5.39
H -0.19 4.63 5.17
H -1.48 5.89 3.48
H -3.12 4.70 2.04
*
```

The calculation puts the HOMO energy (spin up / spin down) at -1.49 / -1.49 eV. The calculation puts the frontier orbital gap (spin up / spin down) at 5.470 / 5.469 eV.


Results for max |F|: 0.104 0.104 0.064 0.053 0.018 (in hartree/bohr, following the order of the records).
Results for E: -966.007091 -1129.660827 -397.751534 -2923.373605 -5760.074065 (in Eh, following the order of the records).
Results for energy above the lowest of the compared OMol25 structures with the same formula, charge and spin: 151.67 84.09 53.44 0.00 24.84 (in kcal per mole, following the order of the records).